Here is a 2-piece molecular cluster, C5H14 overall from the Open Molecules 2025 dataset. Energies are from the ωB97M-V functional and the def2-TZVPD basis.

⟨S²⟩: 0.750
Charge: -1
HOMO-LUMO gap (alpha / beta) (eV): 2.649 / 11.578
Multiplicity: 2
Highest occupied orbital energy (alpha / beta) (Eh): 0.055 / -0.265

```
19
Properties=species:S:1:pos:R:3:nbo_charge:R:1
C 1.028 1.231 1.535 -0.718
C 1.294 0.160 2.665 -0.777
H 2.008 1.628 1.323 0.186
H 0.589 0.841 0.643 0.212
H 0.301 1.965 2.060 0.173
H 0.756 -0.773 2.464 0.218
H 1.379 0.728 3.577 0.199
H 2.283 -0.163 2.259 0.186
C -0.702 -0.509 -0.961 -0.647
C -2.085 -1.029 -1.354 -0.743
C 0.228 -0.035 -2.003 -0.825
H -1.037 0.212 -0.176 0.197
H -0.102 -1.295 -0.453 0.190
H -2.088 -2.030 -1.784 0.188
H 0.011 0.991 -2.465 0.181
H 1.265 0.067 -1.745 0.200
H -2.555 -0.339 -2.063 0.188
H -2.856 -1.066 -0.564 0.188
H 0.283 -0.583 -2.960 0.204
```

Here is a 9-piece molecular cluster, C30H62F3N13O11 overall from the Open Molecules 2025 dataset. Energies are from the ωB97M-V functional and the def2-TZVPD basis.

Charge: 0
HOMO-LUMO gap (eV): 8.166
Highest occupied orbital energy (Eh): -0.325

```
119
Properties=species:S:1:pos:R:3:lowdin_charge:R:1
O 0.608 2.784 0.279 0.086
N -0.395 2.725 -0.287 0.059
O -1.011 1.404 -0.206 -0.053
C -0.076 0.389 -0.266 -0.442
N 0.083 -0.320 0.839 0.149
N 0.990 -1.269 0.784 0.141
C 1.648 -1.406 -0.372 -0.332
C 2.693 -2.488 -0.396 -0.080
C 3.267 -2.858 -1.756 -0.184
O 4.548 -2.286 -2.012 -0.103
C 4.530 -1.021 -2.601 -0.107
C 4.109 -1.034 -4.077 -0.570
F 4.108 -2.278 -4.592 0.141
F 4.939 -0.274 -4.825 0.122
F 2.860 -0.534 -4.260 0.109
N 1.457 -0.695 -1.477 0.139
N 0.540 0.254 -1.422 0.168
H 3.465 -2.284 0.342 0.132
H 2.169 -3.373 -0.035 0.105
H 2.567 -2.695 -2.571 0.116
H 3.439 -3.931 -1.740 0.116
H 5.561 -0.673 -2.609 0.138
H 3.960 -0.272 -2.053 0.127
C 4.376 5.743 2.415 -0.060
N 3.965 5.086 1.192 -0.194
C 2.651 5.381 0.634 -0.032
C 4.757 4.208 0.551 -0.364
O 4.460 3.626 -0.475 0.008
H 3.684 5.499 3.224 0.090
H 4.387 6.826 2.276 0.086
H 5.375 5.416 2.698 0.080
H 2.070 4.466 0.570 0.060
H 2.764 5.785 -0.372 0.091
H 2.132 6.101 1.259 0.080
H 5.728 4.054 1.054 0.130
C -2.858 -2.440 -3.562 -0.030
N -2.242 -2.728 -2.266 -0.171
C -3.099 -2.933 -1.113 -0.032
C -0.925 -2.803 -2.097 -0.326
O -0.373 -3.029 -1.022 -0.033
H -3.440 -1.522 -3.479 0.058
H -3.507 -3.255 -3.839 0.062
H -2.100 -2.310 -4.328 0.093
H -2.873 -2.196 -0.340 0.088
H -2.931 -3.926 -0.692 0.087
H -4.139 -2.837 -1.414 0.089
H -0.354 -2.626 -3.022 0.142
C -4.293 -6.830 -7.940 -0.058
N -4.338 -5.959 -6.782 -0.198
C -5.081 -6.379 -5.606 -0.039
C -3.713 -4.769 -6.756 -0.329
O -3.721 -4.005 -5.808 0.005
H -5.303 -7.006 -8.317 0.089
H -3.843 -7.788 -7.673 0.089
H -3.700 -6.371 -8.728 0.083
H -5.867 -5.656 -5.383 0.094
H -4.415 -6.433 -4.744 0.091
H -5.525 -7.354 -5.784 0.085
H -3.177 -4.538 -7.691 0.137
C -4.686 2.537 -1.416 -0.050
N -5.065 1.922 -2.675 -0.195
C -6.234 2.413 -3.385 -0.041
C -4.365 0.907 -3.211 -0.357
O -4.631 0.353 -4.260 0.010
H -5.495 2.434 -0.690 0.089
H -4.476 3.597 -1.565 0.092
H -3.794 2.055 -1.020 0.070
H -6.961 1.609 -3.509 0.092
H -5.947 2.765 -4.377 0.092
H -6.684 3.228 -2.825 0.084
H -3.497 0.611 -2.595 0.130
C 2.530 10.302 -1.152 -0.060
N 1.671 9.138 -1.232 -0.198
C 1.407 8.534 -2.528 -0.037
C 1.104 8.589 -0.141 -0.366
O 0.379 7.614 -0.159 0.007
H 2.111 11.120 -1.741 0.089
H 3.524 10.063 -1.538 0.089
H 2.624 10.626 -0.118 0.081
H 0.337 8.547 -2.735 0.093
H 1.741 7.496 -2.533 0.090
H 1.933 9.088 -3.301 0.086
H 1.365 9.114 0.794 0.134
C -0.456 -0.253 4.044 -0.065
N -0.552 0.649 5.178 -0.189
C -1.279 0.227 6.368 -0.026
C 0.012 1.865 5.165 -0.367
O -0.022 2.661 6.089 -0.011
H -1.455 -0.491 3.673 0.089
H 0.041 -1.177 4.347 0.092
H 0.112 0.206 3.243 0.046
H -2.102 0.918 6.557 0.096
H -0.612 0.240 7.224 0.045
H -1.668 -0.777 6.228 0.092
H 0.536 2.086 4.219 0.130
C 2.925 1.835 9.551 -0.054
N 2.035 0.713 9.771 -0.195
C 1.940 0.128 11.098 -0.041
C 1.287 0.194 8.783 -0.352
O 0.521 -0.745 8.907 0.005
H 3.953 1.551 9.784 0.088
H 2.636 2.674 10.187 0.090
H 2.873 2.151 8.511 0.085
H 2.221 -0.925 11.063 0.092
H 0.914 0.193 11.462 0.092
H 2.601 0.659 11.778 0.084
H 1.433 0.708 7.817 0.128
C -0.698 -8.091 -0.387 -0.062
N 0.327 -7.072 -0.449 -0.194
C 0.244 -5.915 0.431 -0.034
C 1.367 -7.148 -1.299 -0.353
O 2.250 -6.317 -1.387 0.010
H -1.674 -7.658 -0.617 0.086
H -0.734 -8.528 0.614 0.088
H -0.486 -8.879 -1.106 0.080
H 0.198 -5.008 -0.168 0.057
H 1.136 -5.873 1.059 0.094
H -0.641 -5.985 1.058 0.088
H 1.348 -8.056 -1.927 0.131
```

Here is a single C15H21NO4 molecule from the Open Molecules 2025 dataset. Energies are from the ωB97M-V functional and the def2-TZVPD basis.

Charge: 0
HOMO-LUMO gap (eV): 8.405
Highest occupied orbital energy (Eh): -0.312

```
41
Properties=species:S:1:pos:R:3:nbo_charge:R:1
C -4.494 0.018 -0.590 -0.604
C -3.328 -0.963 -0.588 -0.400
C -2.243 -0.557 0.409 -0.055
C -1.107 -1.589 0.497 -0.396
C -1.513 -2.870 1.212 -0.606
N -1.688 0.721 0.016 -0.633
C -1.533 1.755 0.849 0.648
O -1.920 1.803 1.999 -0.632
C -0.787 2.930 0.190 -0.155
O 0.172 2.462 -0.735 -0.492
C 1.210 1.717 -0.281 0.319
C 1.838 1.906 0.950 -0.260
C 2.968 1.193 1.277 -0.197
C 3.531 0.274 0.383 0.278
O 4.665 -0.346 0.803 -0.489
C 5.274 -1.284 -0.052 -0.253
C 2.901 0.056 -0.830 -0.274
C 1.726 0.741 -1.156 -0.144
C 1.001 0.331 -2.356 0.421
O -0.176 0.497 -2.576 -0.540
H -4.156 1.013 -0.867 0.207
H -5.255 -0.297 -1.300 0.208
H -4.944 0.075 0.398 0.206
H -2.885 -1.010 -1.586 0.201
H -3.694 -1.957 -0.332 0.204
H -2.678 -0.411 1.404 0.223
H -0.275 -1.129 1.038 0.208
H -0.758 -1.819 -0.513 0.194
H -1.890 -2.644 2.207 0.206
H -2.286 -3.401 0.663 0.201
H -0.656 -3.531 1.313 0.210
H -1.310 0.782 -0.927 0.434
H -1.492 3.520 -0.401 0.218
H -0.359 3.572 0.966 0.195
H 1.441 2.612 1.661 0.230
H 3.453 1.338 2.229 0.231
H 4.613 -2.133 -0.253 0.176
H 6.157 -1.635 0.480 0.205
H 5.580 -0.826 -0.998 0.176
H 3.276 -0.669 -1.535 0.221
H 1.624 -0.244 -3.070 0.111
```

Here is an isolated ion of composition ClOS2 and charge -1 from the Open Molecules 2025 dataset. Energies are from the ωB97M-V functional and the def2-TZVPD basis.

Charge: -1
HOMO-LUMO gap (eV): 7.797
Highest occupied orbital energy (Eh): -0.150

```
4
Properties=species:S:1:pos:R:3:nbo_charge:R:1
O -0.084 1.594 0.210 -0.936
S -1.628 -0.967 0.101 -0.671
S -0.060 0.352 -0.451 1.144
Cl 1.772 -0.979 0.140 -0.537
```

Here is C38H48FN3O7SiY as an isolated structure from the Open Molecules 2025 dataset. Energies are from the ωB97M-V functional and the def2-TZVPD basis.

Charge: +1
HOMO-LUMO gap (eV): 4.789
Highest occupied orbital energy (Eh): -0.301

```
99
Properties=species:S:1:pos:R:3:lowdin_charge:R:1
Y 1.872 0.069 0.104 1.501
F -4.556 -1.334 -1.841 0.077
C -4.244 -0.427 -0.894 -0.178
C -2.959 -0.353 -0.443 0.110
C -2.609 0.629 0.491 -0.035
C -1.210 0.755 0.897 -0.270
O -0.375 -0.111 0.530 -0.105
C -0.909 1.887 1.709 -0.017
C -1.924 2.657 2.184 0.060
N -3.226 2.490 1.877 0.010
C -4.208 3.413 2.399 -0.261
C -4.153 3.756 3.856 -0.074
C -5.260 2.888 3.337 -0.094
C -3.588 1.512 0.966 -0.106
C -4.910 1.395 0.511 0.062
C -5.247 0.440 -0.428 -0.136
N -6.591 0.380 -0.884 -0.103
C -7.176 1.573 -1.468 -0.125
C -8.594 1.723 -0.905 -0.066
N -9.085 0.334 -0.555 0.053
C -8.653 -0.660 -1.595 -0.072
C -7.130 -0.828 -1.488 -0.132
C 0.524 2.235 2.044 -0.592
O 0.831 2.691 3.130 0.076
O 1.289 1.976 1.048 -0.171
H -2.200 -1.011 -0.838 0.123
H -1.699 3.472 2.860 0.155
H -4.482 4.199 1.705 0.157
H -4.375 4.776 4.130 0.113
H -3.394 3.270 4.452 0.115
H -6.254 3.304 3.263 0.103
H -5.203 1.836 3.580 0.115
H -5.678 2.045 0.900 0.112
H -7.201 1.510 -2.563 0.140
H -6.586 2.451 -1.217 0.134
H -9.300 2.143 -1.619 0.137
H -8.625 2.298 0.019 0.134
H -10.097 0.329 -0.433 0.185
H -8.656 0.070 0.334 0.183
H -8.964 -0.240 -2.550 0.137
H -9.190 -1.591 -1.427 0.140
H -6.749 -1.034 -2.492 0.134
H -6.883 -1.680 -0.855 0.141
O 4.258 -0.690 0.154 -0.105
C 4.581 -1.857 -0.652 -0.296
C 3.199 -2.345 -1.195 -0.581
O 3.117 -2.988 -2.213 0.111
O 2.233 -1.984 -0.412 -0.179
C 5.527 -1.421 -1.749 -0.139
C 5.045 -0.534 -2.709 -0.017
C 5.882 -0.045 -3.695 -0.061
C 7.216 -0.437 -3.733 -0.081
C 7.700 -1.316 -2.781 -0.072
C 6.859 -1.808 -1.789 -0.016
C 5.107 -2.973 0.237 -0.152
C 5.290 -2.802 1.602 -0.020
C 5.763 -3.849 2.383 -0.074
C 6.042 -5.077 1.809 -0.084
C 5.843 -5.258 0.446 -0.061
C 5.379 -4.215 -0.336 -0.023
H 5.063 -0.364 0.573 0.105
H 4.003 -0.231 -2.700 0.078
H 5.488 0.634 -4.440 0.106
H 7.869 -0.057 -4.507 0.103
H 8.736 -1.628 -2.803 0.104
H 7.251 -2.496 -1.053 0.115
H 5.041 -1.862 2.079 0.102
H 5.906 -3.701 3.446 0.103
H 6.407 -5.893 2.418 0.103
H 6.049 -6.217 -0.010 0.108
H 5.215 -4.354 -1.397 0.129
C 4.328 2.076 2.140 -0.052
C 3.776 1.127 3.174 -0.247
O 2.956 0.123 2.555 -0.267
C 2.398 -0.752 3.539 -0.250
C 1.557 -1.805 2.863 -0.058
H 5.030 2.761 2.617 0.090
H 3.535 2.664 1.684 0.068
H 4.884 1.558 1.355 0.066
H 3.160 1.671 3.896 0.118
H 4.582 0.616 3.715 0.125
H 1.805 -0.151 4.239 0.127
H 3.218 -1.212 4.103 0.124
H 0.696 -1.366 2.348 0.059
H 1.128 -2.474 3.611 0.091
H 2.134 -2.402 2.156 0.074
C 1.908 0.808 -4.209 -0.268
Si 0.954 0.605 -2.575 0.451
C -0.056 -0.991 -2.904 -0.251
C -0.310 2.044 -2.611 -0.261
H 1.230 0.832 -5.066 0.024
H 2.604 -0.016 -4.378 0.007
H 2.481 1.739 -4.217 0.016
H -0.793 -0.809 -3.694 0.021
H -0.567 -1.398 -2.032 -0.018
H 0.618 -1.782 -3.239 0.019
H -1.060 1.899 -3.396 0.015
H 0.205 2.985 -2.814 0.015
H -0.841 2.182 -1.664 -0.012
```

Here is a single C6H11ClNP molecule from the Open Molecules 2025 dataset. Energies are from the ωB97M-V functional and the def2-TZVPD basis.

Charge: 0
HOMO-LUMO gap (eV): 7.438
Highest occupied orbital energy (Eh): -0.269

```
20
Properties=species:S:1:pos:R:3:nbo_charge:R:1
C -0.768 -2.708 1.244 -0.345
C 0.193 -2.523 0.320 -0.229
C 0.437 -1.146 -0.041 0.050
C 0.309 -0.903 -1.500 -0.647
C 0.432 -0.130 0.802 -0.557
P 0.273 1.658 0.338 1.309
N -1.333 1.945 0.322 -1.181
C 0.819 2.829 -1.061 -0.813
Cl 1.416 4.268 -0.200 -0.087
H -1.114 -3.653 1.695 0.208
H -1.066 -1.840 1.813 0.191
H 0.799 -3.027 -0.350 0.221
H 0.084 0.181 -1.660 0.221
H 1.159 -1.269 -2.104 0.232
H -0.538 -1.524 -1.848 0.228
H 0.358 -0.402 1.798 0.223
H 0.494 2.274 1.653 -0.036
H -1.835 1.320 0.946 0.390
H -1.764 2.284 -0.500 0.426
H 1.646 2.367 -1.667 0.196
```

Here is a single C13H15NO2S molecule from the Open Molecules 2025 dataset. Energies are from the ωB97M-V functional and the def2-TZVPD basis.

Charge: 0
HOMO-LUMO gap (eV): 9.060
Highest occupied orbital energy (Eh): -0.323

```
32
Properties=species:S:1:pos:R:3:nbo_charge:R:1
C -1.268 -4.052 0.324 -0.253
O -0.579 -2.945 -0.208 -0.502
C -1.143 -1.720 -0.136 0.417
C -2.395 -1.451 0.411 -0.321
C -2.889 -0.161 0.446 -0.157
C -2.148 0.898 -0.068 -0.201
C -2.590 2.310 -0.048 0.579
C -4.007 2.582 0.392 -0.717
O -1.840 3.208 -0.370 -0.549
C -0.895 0.620 -0.622 -0.148
C -0.382 -0.660 -0.668 -0.115
C 0.984 -0.924 -1.196 -0.540
S 2.198 -1.080 0.178 0.210
C 2.071 0.573 0.935 -0.520
C 2.762 1.671 0.125 -0.529
C 4.191 1.484 0.092 0.286
N 5.324 1.335 0.073 -0.319
H -0.612 -4.906 0.166 0.206
H -1.451 -3.932 1.396 0.182
H -2.217 -4.222 -0.195 0.179
H -2.993 -2.249 0.820 0.220
H -3.858 0.008 0.889 0.217
H -4.219 3.643 0.281 0.240
H -4.130 2.304 1.437 0.231
H -4.707 2.006 -0.208 0.229
H -0.334 1.448 -1.033 0.232
H 1.323 -0.134 -1.865 0.220
H 1.039 -1.887 -1.699 0.252
H 2.537 0.469 1.915 0.238
H 1.012 0.804 1.061 0.233
H 2.389 1.684 -0.903 0.245
H 2.550 2.645 0.577 0.255
```

Here is C4H7O3Pd as an isolated structure from the Open Molecules 2025 dataset. Energies are from the ωB97M-V functional and the def2-TZVPD basis.

⟨S²⟩: 3.759
Charge: 0
HOMO-LUMO gap (alpha / beta) (eV): 6.419 / 8.076
Multiplicity: 4
Highest occupied orbital energy (alpha / beta) (Eh): -0.211 / -0.359

```
15
Properties=species:S:1:pos:R:3:nbo_charge:R:1
H 3.171 -0.544 -1.044 0.199
O -0.031 0.537 0.590 -0.517
C 1.309 0.293 0.659 0.869
O 1.901 1.414 0.831 -0.689
Pd 1.294 1.991 -0.677 0.404
O 1.835 -0.910 0.477 -0.493
C 2.099 -0.394 -0.864 -0.307
H 1.513 -1.003 -1.565 0.179
C -1.002 -0.483 0.334 -0.071
H -0.766 -1.060 -0.570 0.190
H -0.972 -1.192 1.173 0.192
C -2.339 0.204 0.194 -0.630
H -2.490 0.939 0.994 0.226
H -2.387 0.760 -0.752 0.225
H -3.134 -0.553 0.221 0.224
```